# 1
Computed, not measured: the ion C5H5O2S2 with charge -1 at a distorted geometry, with ωB97M-V/def2-TZVPD.

Element x y z (Å)
H -1.894 1.505 -0.042
S 1.863 0.155 -0.180
H -0.657 -1.651 -2.051
C -1.636 0.721 -0.597
H -1.637 0.936 -1.641
H -1.291 -1.190 0.459
C 1.183 -0.852 -1.352
C -0.757 -0.452 -0.081
C 0.471 -0.058 0.810
O -0.085 0.689 3.321
S 0.652 1.320 2.278
O 2.127 1.288 2.585
H 1.801 -1.356 -2.188
C -0.142 -1.055 -1.321

Cartesian forces, eV/Å:
H -1.0066 2.8821 2.6911
S 0.8671 -0.0703 0.7902
H -0.2939 -0.1104 -0.1170
C 1.6529 -3.4448 -0.8679
H 0.1301 -0.1666 -0.7381
H -0.9632 -0.5940 0.6360
C 0.1798 -1.9807 -3.7379
C 0.2418 1.4588 -0.9046
C -0.3566 1.8895 0.3250
O -2.1488 -1.1791 2.4554
S 2.1902 0.3274 -1.9970
O -1.0166 0.0123 -0.9203
H -0.7859 1.1877 1.3596
C 1.3095 -0.2120 1.0257

Values from the calculation:
Multiplicity: 1
Kohn-Sham gap (spin up / spin down), eV: 6.06 / 6.75
ΔE to the lowest compared entry with this formula, charge and spin, kcal per mole: 73.60
HOMO (spin up / spin down), Ha: -0.105 / -0.127
Total charge: -1

Atom charges from the Löwdin analysis, given in e for atoms 1 to 5: atom 1 (H): -0.02, atom 2 (S): 0.88, atom 3 (H): 0.09, atom 4 (C): 0.09, atom 5 (H): 0.03

---

# 2
Computed, not measured: a structure of composition C4H8O3 at a distorted geometry, with ωB97M-V/def2-TZVPD.

Element x y z (Å)
H 2.403 1.983 -1.338
H 2.295 2.208 0.409
O -0.195 -0.572 -1.117
C -1.142 1.200 0.138
C -0.868 -2.357 0.532
H -1.556 1.379 1.149
H 0.219 -2.355 0.638
O -1.354 -1.038 0.736
H -1.130 -2.732 -0.461
H -1.651 1.832 -0.585
H -1.334 -2.928 1.321
C -0.876 -0.211 -0.196
H 2.573 0.577 -0.273
C 2.015 1.533 -0.392
O 0.601 1.479 -0.561

Cartesian forces, eV/Å:
H -0.5380 -0.2336 0.4995
H 0.2655 0.1084 0.2753
O -1.2417 -1.1920 -0.2047
C 2.2479 0.6892 -0.3552
C 0.0009 -0.5182 0.1932
H 1.1309 0.0184 -0.2854
H -0.0957 -0.1307 -0.0419
O -0.1080 0.1301 0.0060
H 0.0033 0.0512 0.2297
H 0.5625 -0.1708 -0.1859
H -0.0064 -0.3497 0.0596
C 0.5410 -0.4541 -0.6862
H -0.8304 0.1477 0.1237
C -0.2509 0.3090 0.6085
O -1.6808 1.5951 -0.2362

Values from the calculation:
Multiplicity: 1
Kohn-Sham gap (spin up / spin down), eV: 8.56 / 8.56
ΔE to the lowest compared entry with this formula, charge and spin, kcal per mole: 119.83
HOMO (spin up / spin down), Ha: -0.331 / -0.331
Total charge: 0

Atom charges from the Löwdin analysis, given in e for atoms 1 to 5: atom 1 (H): 0.09, atom 2 (H): 0.06, atom 3 (O): 0.10, atom 4 (C): 0.20, atom 5 (C): -0.05

---

# 3
Computed, not measured: the molecule C3H2ClN3S3 at a distorted geometry, with ωB97M-V/def2-TZVPD.

Element x y z (Å)
S 2.997 0.098 -0.261
Cl -2.953 -0.348 1.000
S 0.196 3.017 -1.244
H -0.746 0.426 1.585
N 0.569 -1.025 -0.236
N 0.697 1.172 0.649
H 1.010 -1.816 -0.758
S -1.469 -2.250 -1.029
C -0.789 -1.067 -0.223
C 1.439 -0.032 0.095
N -1.339 -0.133 0.624
C 0.387 1.957 -0.201

Cartesian forces, eV/Å:
S 0.3631 -0.4280 0.2153
Cl -0.8869 -0.0229 0.1674
S -0.8170 2.0316 -2.0783
H -1.9314 -2.5095 -4.3004
N 3.3318 -0.5797 -0.5767
N 1.9190 -2.5748 0.8219
H -0.6139 1.0223 0.6756
S -1.6286 -1.3402 -1.2242
C 0.1378 1.2188 2.3921
C -1.5025 1.7664 0.0254
N 0.9230 1.2924 3.1822
C 0.7055 0.1235 0.6999

Values from the calculation:
Multiplicity: 1
SMILES string: S=C=NC(=S)NC(=S)NCl
Kohn-Sham gap, eV: 8.54
ΔE to the lowest compared entry with this formula, charge and spin, kcal per mole: 65.41
HOMO, Ha: -0.338
Total charge: 0

Atom charges from the Löwdin analysis, given in e for atoms 1 to 5: atom 1 (S): 0.74, atom 2 (Cl): 0.63, atom 3 (S): 0.87, atom 4 (H): 0.24, atom 5 (N): -0.02

---

# 4
Computed, not measured: the molecule C5H10O, with ωB97M-V/def2-TZVPD.

Element x y z (Å)
C -0.416 -0.083 -0.327
H 1.679 0.609 -0.734
C -0.459 -0.115 1.216
O -1.627 0.443 -0.841
H 0.504 1.825 1.772
H -0.267 -1.101 1.649
C 0.727 0.875 1.281
H 0.787 -1.878 -0.553
H -0.942 -2.072 -0.935
H 0.457 1.913 -0.669
H 0.137 -1.229 -2.068
C 0.749 0.942 -0.262
H -1.403 0.269 1.606
C -0.085 -1.397 -1.007
H 1.632 0.463 1.734
H -1.512 0.541 -1.796

Cartesian forces, eV/Å:
C 0.2703 -0.1674 0.1078
H -0.1295 0.0706 0.0357
C -0.1645 -0.1112 0.0820
O -0.0391 0.1110 -0.2386
H 0.0228 -0.1309 -0.0447
H -0.0567 0.1259 -0.0481
C 0.0849 0.0588 0.1608
H -0.0922 0.0879 -0.0480
H 0.0977 0.0153 0.0121
H 0.0813 -0.0920 0.0197
H -0.0188 -0.0397 0.0896
C 0.0553 0.0825 -0.1412
H 0.0946 -0.0230 -0.0255
C 0.0232 -0.0501 -0.0298
H -0.1034 0.0458 -0.0874
H -0.1258 0.0164 0.1555

Values from the calculation:
Multiplicity: 1
SMILES string: CC1(O)CCC1
Kohn-Sham gap, eV: 10.88
ΔE to the lowest compared entry with this formula, charge and spin, kcal per mole: 18.64
HOMO, Ha: -0.363
Total charge: 0

Atom charges from the Löwdin analysis, given in e for atoms 1 to 5: atom 1 (C): -0.58, atom 2 (H): 0.11, atom 3 (C): -0.10, atom 4 (O): -0.02, atom 5 (H): 0.10

---

# 5
Computed, not measured: a structure of composition C20H23ClGeIMgNO2S2, with ωB97M-V/def2-TZVPD.

Element x y z (Å)
I -0.788 5.477 -0.361
C 4.855 -1.013 -1.586
C 0.073 3.182 -3.949
S 3.460 1.728 3.831
C 2.828 1.725 2.256
C -2.320 -1.080 0.490
H 4.906 -0.331 2.501
O -0.783 2.338 -0.006
H 5.221 2.376 0.798
H -1.395 -2.839 -0.490
C 2.394 4.105 2.257
C -0.390 3.929 -1.739
C 5.148 -0.895 1.600
H 4.417 -2.006 -1.461
C -0.490 2.617 -1.252
C -0.105 4.227 -3.059
Ge 4.456 0.076 0.034
H -0.017 5.248 -3.402
C -0.617 -2.212 1.490
C -2.064 -0.471 1.753
H 4.402 -0.560 -2.469
S 1.810 0.361 1.704
H -0.217 -1.726 -2.076
H 3.359 4.419 2.662
N -0.289 0.302 -1.660
H 0.192 -2.909 1.660
C 0.012 1.830 -3.561
H 6.233 -1.008 1.529
C -1.427 -2.149 0.341
H 0.147 -1.449 -4.504
H -2.723 0.225 2.255
C -0.241 1.575 -2.186
C 5.395 1.804 -0.113
H 0.374 0.856 -5.473
H -0.605 -1.011 3.347
Mg -0.508 0.524 0.392
H -3.147 -0.843 -0.165
H 2.017 4.837 1.542
H 2.027 -0.629 -0.460
H 2.189 1.137 -0.546
C -1.017 -1.198 2.365
Cl 0.377 3.585 -5.634
H 4.698 -1.886 1.682
C -0.144 -0.741 -2.521
H 6.469 1.646 -0.235
H 5.926 -1.131 -1.768
H 1.694 4.011 3.092
C 0.070 -0.577 -3.864
H 5.025 2.383 -0.961
O 2.506 2.887 1.550
C 2.488 0.245 0.007
C 0.171 0.714 -4.422

Cartesian forces, eV/Å:
I 0.1015 -0.1396 -0.2323
C -0.0109 0.1239 0.1303
C -0.0008 0.1847 0.1488
S 0.0822 0.0447 0.0653
C -0.5106 0.3120 0.1398
C -0.4194 -0.1915 0.2368
H -0.0184 0.0165 0.0243
O -0.0300 0.6099 -0.3077
H -0.0293 -0.0080 0.0069
H 0.0688 0.1060 -0.0739
C 0.0265 -0.0838 0.0943
C -0.1814 0.1648 0.4351
C -0.1577 0.0860 -0.1076
H 0.0011 -0.0064 -0.0014
C 0.0276 0.4401 0.1136
C 0.0327 -0.1896 -0.2657
Ge 0.1549 -0.0872 -0.1722
H -0.0635 0.0143 0.0172
C 0.1463 -0.0936 0.0146
C -0.4977 -0.3431 0.2228
H -0.0037 0.0170 0.0090
S 0.4733 0.0774 -0.3403
H 0.0184 -0.0110 -0.0323
H 0.0032 0.0237 -0.0030
N 0.0859 -0.0915 0.0142
H 0.0144 0.0349 -0.0097
C -0.0481 0.0548 0.2212
H -0.0088 0.0162 -0.0678
C -0.0629 -0.0718 -0.0629
H 0.0554 -0.0353 0.0505
H 0.1557 0.2174 -0.1096
C 0.0135 0.0406 -0.2493
C -0.1401 -0.1464 0.0388
H -0.0284 0.0283 0.0058
H 0.0834 0.1081 -0.0628
Mg 0.0802 -0.8768 0.3230
H 0.1300 0.1315 -0.1054
H 0.0227 -0.0476 -0.0057
H 0.0892 0.0107 -0.1035
H 0.0430 -0.0473 -0.0916
C -0.0456 0.0438 0.1737
Cl 0.0491 0.0008 -0.0919
H -0.0200 0.0053 -0.0380
C -0.0082 -0.0038 -0.0085
H 0.0003 -0.0392 -0.0234
H 0.0155 0.0281 0.0478
H -0.0165 -0.0138 -0.0068
C -0.0176 0.1004 -0.0221
H -0.0198 -0.0232 -0.0029
O 0.1442 -0.2395 -0.1562
C 0.1602 -0.0981 0.3565
C 0.0605 -0.1535 -0.1361

Values from the calculation:
Multiplicity: 1
Kohn-Sham gap (spin up / spin down), eV: 3.74 / 4.18
ΔE to the lowest compared entry with this formula, charge and spin, kcal per mole: 43.51
HOMO (spin up / spin down), Ha: 0.013 / -0.004
Total charge: -2

Atom charges from the Löwdin analysis, given in e for atoms 1 to 5: atom 1 (I): 0.80, atom 2 (C): -0.24, atom 3 (C): -0.63, atom 4 (S): 0.38, atom 5 (C): -1.20

---

# 6
Computed, not measured: a structure of composition CCl2NO6Zr at a distorted geometry, with ωB97M-V/def2-TZVPD.

Element x y z (Å)
Cl -1.753 2.208 -1.140
Zr -0.987 -0.057 -0.459
Cl -3.377 -1.071 -0.629
O 1.037 -1.003 -0.923
O -0.551 0.932 3.175
C -0.390 0.121 2.299
O 2.095 0.692 -1.609
N 2.114 -0.532 -1.471
O 2.897 -1.238 -2.045
O -1.348 -0.596 1.632
O 0.264 0.545 1.171

Cartesian forces, eV/Å:
Cl 0.5597 -1.3979 0.2173
Zr 1.5460 0.6864 5.2473
Cl 1.7706 0.3908 -0.3190
O -1.6385 -1.5235 0.3734
O 0.7943 -2.2416 2.1702
C -3.4826 4.6023 -6.0552
O 0.6686 0.3279 0.5803
N -1.9085 2.5291 -2.3324
O 0.7300 -1.2529 0.8538
O -1.3786 -2.3133 0.8342
O 2.3389 0.1929 -1.5699

Values from the calculation:
Multiplicity: 1
Kohn-Sham gap, eV: 8.43
HOMO, Ha: -0.240
Total charge: -1

Atom charges from the Löwdin analysis, given in e for atoms 1 to 5: atom 1 (Cl): -0.17, atom 2 (Zr): 1.40, atom 3 (Cl): -0.25, atom 4 (O): -0.24, atom 5 (O): 0.09

---

# 7
Computed, not measured: a structure of composition C17H23N3O6S at a distorted geometry, with ωB97M-V/def2-TZVPD.

Element x y z (Å)
H -3.366 0.981 2.150
H 1.954 2.008 -5.818
S -0.090 2.781 -4.336
C -1.610 -1.894 4.052
C 3.134 1.141 -2.574
H -0.432 0.592 -2.577
H -3.782 -0.772 5.603
C 1.660 1.092 -1.945
H -1.526 0.080 1.297
O -3.489 -0.782 3.053
H -3.723 -2.337 6.384
H -1.770 1.598 -5.663
O -0.827 2.756 -3.257
C -3.377 -1.831 5.527
H -0.559 2.249 -6.732
N 0.788 1.408 -4.337
H 0.812 -0.458 -3.165
H 2.459 0.251 -5.267
H -4.255 -2.104 4.865
H -5.143 0.383 2.385
H 3.028 3.184 -3.726
C 1.651 0.528 -0.724
O -2.364 -2.318 5.237
N 0.598 -0.043 -0.124
H -3.888 -0.228 1.121
H 4.117 1.928 -4.398
H 1.815 -3.978 4.288
C 1.459 -3.378 5.317
O 0.776 3.726 -4.787
C 0.361 -1.918 3.026
H 3.939 1.674 -1.894
O 2.729 -0.280 -0.236
C -1.325 -0.415 2.065
O 0.157 -3.118 5.309
C 2.076 1.150 -4.930
C -3.928 0.294 2.096
C 0.911 -0.651 0.911
H 1.447 -2.096 3.174
H 1.484 -4.083 6.276
C -1.055 2.406 -5.810
H 2.202 -2.712 5.269
H -1.502 3.247 -5.958
H 3.347 0.225 -2.590
C 0.009 -0.935 2.040
C 3.209 2.118 -3.764
N 2.343 -0.763 0.850
C -2.123 -1.133 3.021
C 0.828 0.468 -3.031
C -0.315 -2.262 4.153
H 1.157 2.222 -1.827

Cartesian forces, eV/Å:
H 7.1100 9.9956 0.9200
H 1.2665 -2.7042 1.3950
S 4.0246 -6.6511 -11.1002
C -3.0892 -0.9482 3.7827
C -0.8555 11.0858 3.0717
H 3.7426 -0.4861 -1.2295
H 2.2117 0.0377 0.2993
C 1.1634 5.9865 -5.4121
H -2.7253 4.5303 -6.0038
O 0.6741 0.3566 -0.4041
H -0.5802 -0.1842 1.9941
H 0.0575 0.0857 0.2882
O -6.9844 0.8855 10.0835
C -17.7832 5.6632 2.9375
H 1.4497 -0.4665 -0.4082
N 1.0058 -6.5452 3.9833
H 0.9352 -7.9357 -1.9332
H 0.1124 -2.0726 -0.1309
H 0.2489 -0.3616 -0.2361
H 3.7108 0.3640 -0.7565
H -0.6828 -0.2582 0.4508
C -1.4564 -7.3053 4.1812
O 16.2395 -4.4799 -6.8097
N -2.6761 6.1759 -4.7228
H -0.1132 0.7552 0.1669
H -0.2677 0.4406 1.1543
H -1.0435 0.5181 2.4528
C 0.8527 -7.4086 -0.6976
O 3.5289 5.7297 -1.0065
C 4.4637 1.4640 -0.0734
H -1.7349 -1.4168 -0.2096
O -0.1465 4.3440 -2.2386
C 4.5026 -7.7299 6.8510
O -4.1080 4.2327 -3.5958
C -0.1542 11.0149 -0.6738
C -10.0873 -12.5672 0.3986
C 5.8258 -1.8079 3.2751
H -0.4874 -0.2157 -1.0212
H 0.9324 1.3418 -2.1823
C 1.0742 -3.8356 2.0294
H 2.2031 3.7423 0.7574
H -3.5428 5.2722 -0.9775
H 2.4188 -7.3068 -1.5003
C -1.1676 -1.7192 1.2112
C -0.2292 -5.7794 -4.2559
N -2.8555 -3.7761 5.0636
C -2.1146 3.9005 -1.5426
C -7.2136 10.6705 1.6335
C 0.7306 -1.9873 0.9897
H 1.6137 -2.6443 -0.2489

Values from the calculation:
Multiplicity: 1
Kohn-Sham gap, eV: 8.26
ΔE to the lowest compared entry with this formula, charge and spin, kcal per mole: 474.97
HOMO, Ha: -0.298
Total charge: 0

Atom charges from the Löwdin analysis, given in e for atoms 1 to 5: atom 1 (H): -0.04, atom 2 (H): 0.14, atom 3 (S): 0.43, atom 4 (C): -0.04, atom 5 (C): -0.14

---

no.,molecular weight (g mol⁻¹),electronic energy (eV)
1,161.2,-31027.73045
2,104.1,-10415.80711
3,211.7,-52638.59556
4,86.1,-7393.95697
5,632.8,-130954.46852
6,284.1,-41140.02789
7,397.5,-45573.38960